No. 1
The following is a DFT calculation (ωB97M-V/def2-TZVPD) of 3 unconnected molecules or ions with the total composition C4H13NO3.

* gap between HOMO and LUMO: 10.183 eV
* highest occupied orbital energy: -9.852 eV
* net charge: 0
* E_LUMO: 0.01217 Eh

Each line ends with the natural charge from an NBO analysis.
Cartesian coordinates (Å):
O -1.89785 -2.06159 1.75161  -0.95
O -0.09344 1.98801 -1.38377  -0.63
O 2.45342 2.34571 -1.90067  -1.01
N -1.71849 0.93540 -0.12137  -0.86
C 0.66544 -0.07207 -0.19661  -0.32
C -0.37239 1.03752 -0.66864  0.73
C 0.69616 0.04693 1.31100  -0.64
C 0.11530 -1.42432 -0.71701  -0.63
H 0.06364 -1.38603 -1.81295  0.23
H 0.80758 -2.36394 -0.55249  0.21
H -2.00805 0.19871 0.38134  0.39
H -2.42249 -2.69641 2.32261  0.48
H -0.90473 -1.75074 -0.29585  0.22
H 1.68627 -0.32917 1.62915  0.23
H 1.59369 0.10076 -0.82372  0.26
H -2.34724 1.74346 -0.26952  0.40
H 0.84797 1.02231 1.82217  0.24
H 1.43201 2.22856 -1.90588  0.50
H 2.60979 3.32494 -2.07433  0.46
H -0.19321 -0.42512 1.69732  0.22
H -1.01335 -2.46290 1.80762  0.48

No. 2
The following is a DFT calculation (ωB97M-V/def2-TZVPD) of a molecular structure, C35H22IrN3S2.

* gap between HOMO and LUMO: 5.784 eV
* highest occupied orbital energy: -13.158 eV
* net charge: +2
* E_LUMO: -0.27096 Eh

Each line ends with the natural charge from an NBO analysis.
Cartesian coordinates (Å):
Ir 1.20290 0.14185 -0.80343  1.06
S -3.73430 4.88453 0.56859  0.48
S 1.46785 -5.33578 -2.88759  0.47
N -0.53815 1.03220 -0.71518  -0.36
N -0.04239 -1.35927 -1.70543  -0.55
N 1.78193 0.14318 1.11704  -0.43
C 0.77579 -2.04478 1.51808  -0.21
C 2.28214 1.83788 -0.72598  -0.16
C -0.16187 -7.29324 -2.82991  -0.24
C 2.42734 1.23556 1.56960  0.27
C 0.41205 -3.02591 2.40181  -0.16
C 3.09860 3.91864 -1.60143  -0.16
C 3.51552 4.30011 -0.33184  -0.20
C -2.03702 2.81593 -0.16625  -0.08
C 2.38152 0.39872 3.80489  -0.04
C -2.89689 0.59162 -0.61655  -0.06
C 1.41480 -0.87832 1.98137  0.24
C 1.68792 -0.74807 3.36053  -0.14
C 2.76391 1.36311 2.92393  -0.25
C -2.19231 4.22471 0.19182  -0.20
C -3.06813 6.41318 0.90166  -0.37
C -1.21442 5.17672 0.31997  -0.23
C -3.67242 -1.66489 -1.12016  -0.15
C -0.92778 -6.13706 -2.54726  -0.18
C -2.33342 -2.06075 -1.48599  -0.06
C -1.95836 -3.33999 -1.92242  -0.07
C -1.71765 6.43406 0.73127  -0.25
C 0.29193 -2.57449 -2.12373  0.11
C 1.27613 -1.76707 4.24838  -0.13
C 3.31899 3.45069 0.74859  -0.16
C 0.64905 -2.88451 3.78204  -0.19
C -1.32798 -1.11375 -1.37202  0.14
C -3.94166 -0.40124 -0.72248  -0.16
C -3.09778 1.92896 -0.23893  -0.09
C -0.74498 2.30123 -0.39746  0.11
C 2.47372 2.68620 -1.79812  -0.25
C -0.18417 -4.98746 -2.54453  -0.28
C -0.63084 -3.63637 -2.20974  -0.06
C 2.70485 2.21937 0.54602  -0.10
C -1.60020 0.19103 -0.89029  0.20
C 1.15191 -7.00236 -3.03233  -0.37
H -3.70864 7.22577 1.20670  0.26
H -4.46097 -2.40495 -1.16399  0.25
H 3.64279 3.76015 1.73414  0.23
H -4.95030 -0.11553 -0.45358  0.25
H 1.32982 -2.72109 -2.40008  0.23
H 1.47061 -1.64359 5.30650  0.24
H 3.31752 2.22652 3.26065  0.25
H -4.10020 2.26480 -0.00008  0.25
H 0.13347 2.92126 -0.30115  0.24
H 3.99097 5.25950 -0.18196  0.24
H 2.15538 2.40201 -2.79650  0.23
H -0.16614 5.00327 0.11447  0.22
H 2.60646 0.50252 4.85970  0.25
H -0.56316 -8.29438 -2.87415  0.25
H -1.10838 7.31017 0.89446  0.25
H 1.95605 -7.68401 -3.26021  0.26
H 3.25428 4.57780 -2.44513  0.24
H 0.33597 -3.66305 4.46355  0.25
H -0.06476 -3.92541 2.03459  0.23
H -1.99088 -6.16808 -2.35123  0.23
H -2.72204 -4.09894 -2.03791  0.24
H 0.58605 -2.16891 0.46466  0.19

No. 3
The following is a DFT calculation (ωB97M-V/def2-TZVPD) of C5H7NO in the gas phase.

* gap between HOMO and LUMO: 10.970 eV
* highest occupied orbital energy: -10.304 eV
* net charge: 0
* E_LUMO: 0.02451 Eh

Each line ends with the natural charge from an NBO analysis.
Cartesian coordinates (Å):
O -0.38955 1.01174 1.55257  -0.51
N -1.43813 -2.16940 -0.80022  -0.31
C -0.57379 -1.45079 -0.52452  0.28
C 0.44182 -0.45094 -0.17259  -0.42
C 1.50173 -0.94597 0.80590  -0.59
C -0.38419 0.73533 0.37987  0.62
C -1.18839 1.49783 -0.64161  -0.73
H -2.25396 1.34986 -0.45123  0.26
H 1.94900 -1.88990 0.48176  0.22
H 1.05748 -1.08279 1.79132  0.24
H -0.97428 2.56331 -0.53072  0.25
H 2.29155 -0.19178 0.88076  0.22
H -0.95545 1.17337 -1.65558  0.22
H 0.91615 -0.14987 -1.11571  0.25

No. 4
The following is a DFT calculation (ωB97M-V/def2-TZVPD) of a molecular structure, CN2O4S.

* gap between HOMO and LUMO (alpha / beta): 7.295 / 7.295 eV
* highest occupied orbital energy (alpha / beta): -10.427 / -10.427 eV
* net charge: 0
* E_LUMO (alpha / beta): -0.11511 / -0.11510 Eh

Each line ends with the natural charge from an NBO analysis.
Cartesian coordinates (Å):
S 2.01279 -0.12343 0.51525  1.69
O -2.19585 1.66098 -1.98733  -0.50
O 2.85023 -1.06982 -0.14997  -0.81
O -0.90405 -0.72890 0.67890  0.06
O 2.14133 -0.00755 1.95933  -0.81
N 0.03337 -1.05186 0.11706  0.15
N -1.95813 0.33345 -0.06309  -0.55
C -1.97969 0.98713 -1.07015  0.77

No. 5
The following is a DFT calculation (ωB97M-V/def2-TZVPD) of C4H9N in the gas phase.

* gap between HOMO and LUMO: 10.371 eV
* highest occupied orbital energy: -9.223 eV
* net charge: 0
* E_LUMO: 0.04219 Eh

Each line ends with the natural charge from an NBO analysis.
Cartesian coordinates (Å):
N 1.53206 -0.84754 0.18517  -0.84
C 0.85581 0.26774 -0.43624  -0.07
C 0.10544 1.21709 0.46451  -0.43
C -1.50992 -0.74024 0.13220  -0.61
C -0.63021 0.33055 -0.46776  -0.24
H 2.36481 -0.49561 0.69039  0.36
H -0.98942 -1.20006 1.01875  0.23
H -2.51156 -0.35770 0.51299  0.21
H -1.04617 0.83864 -1.33189  0.21
H 1.29044 0.70357 -1.30108  0.18
H 1.83259 -1.53771 -0.54063  0.36
H -1.70907 -1.54006 -0.59419  0.21
H 0.25476 2.27472 0.11864  0.21
H 0.16042 1.08661 1.54914  0.22

No. 6
The following is a DFT calculation (ωB97M-V/def2-TZVPD) of C17H21N5O2S in the gas phase.

* gap between HOMO and LUMO: 8.664 eV
* highest occupied orbital energy: -7.992 eV
* net charge: 0
* E_LUMO: 0.02468 Eh

Each line ends with the natural charge from an NBO analysis.
Cartesian coordinates (Å):
S 4.91302 -3.91781 0.81121  0.43
O -1.49285 0.85956 1.94187  -0.66
O 2.56027 -1.28865 0.13975  -0.62
N 4.18519 -6.13904 -0.18048  -0.24
N 2.58400 -2.52820 -1.75231  -0.60
N -0.91050 3.50553 2.07265  -0.82
N 3.92612 -5.20043 -1.13530  -0.28
N -2.26353 0.26228 -0.09612  -0.61
C 4.24440 -4.00163 -0.76816  0.02
C 4.61586 -3.00364 -3.02886  -0.60
C -2.41171 -1.90204 1.11172  -0.61
C -1.86793 6.13118 1.61624  -0.64
C -2.07402 1.16479 0.90494  0.68
C -4.24484 3.96658 -0.41124  -0.27
C 0.46228 -1.78827 -0.88952  -0.32
C 4.70495 -5.61694 0.88195  -0.18
C -1.78425 -1.12152 -0.04120  -0.08
C -3.62341 5.06763 0.16825  -0.17
C 4.00542 -2.79802 -1.65019  -0.10
C -2.52572 4.93259 0.99621  -0.09
C -2.61626 2.53052 0.65150  -0.25
C 1.94690 -1.83191 -0.76022  0.65
C -3.73299 2.70988 -0.16446  -0.16
C -0.28245 -1.17449 0.01692  -0.09
C -2.01536 3.64592 1.26549  0.31
H -3.49902 -1.83129 1.06231  0.21
H 2.04281 -3.15089 -2.33095  0.40
H -4.23254 1.84538 -0.58421  0.21
H 4.98067 -6.20035 1.74692  0.23
H 0.00806 -2.27997 -1.74590  0.19
H 0.19450 -0.69051 0.86226  0.24
H -5.11916 4.09133 -1.03493  0.21
H 4.17517 -3.87322 -3.51703  0.22
H -0.69537 4.27547 2.68028  0.38
H -2.10788 -1.57565 -0.98023  0.20
H -4.01137 6.06156 -0.02386  0.21
H -2.12588 -2.95179 1.04220  0.21
H -2.54172 0.62348 -0.99110  0.40
H -1.92792 6.10500 2.70891  0.21
H -0.80946 6.18734 1.34839  0.22
H 5.68857 -3.17527 -2.94627  0.22
H -0.78104 2.58259 2.46241  0.43
H -2.07963 -1.51010 2.06957  0.24
H 4.44311 -1.92485 -1.16893  0.24
H 4.44582 -2.12010 -3.64309  0.22
H -2.35030 7.04799 1.28261  0.22

No. 7
The following is a DFT calculation (ωB97M-V/def2-TZVPD) of a gas-phase ion, C6H17N5O4P (charge +1).

* gap between HOMO and LUMO: 9.462 eV
* highest occupied orbital energy: -12.696 eV
* net charge: +1
* E_LUMO: -0.11887 Eh

Each line ends with the natural charge from an NBO analysis.
Cartesian coordinates (Å):
P 1.38120 2.12618 0.26623  2.17
O 0.66962 3.54831 0.16606  -0.96
O -0.85345 -1.04982 -2.65060  -0.72
O -0.23717 2.21006 2.39633  -0.50
O 0.74833 1.35577 -1.00544  -1.02
N -1.88593 1.44307 0.86609  -0.60
N 1.55770 -3.09065 -0.68576  -0.85
N -0.12038 0.02307 1.41052  -0.66
N 2.90757 2.18870 0.30945  -1.29
N -1.70074 -0.62043 -0.19944  -0.47
C 0.58454 1.26402 1.72381  -0.11
C -1.60147 1.99520 2.22200  0.09
C -1.27147 0.25442 0.65738  0.71
C -1.12990 -1.95333 -0.44853  -0.25
C 1.16463 -2.00356 -1.58251  -0.26
C -0.35113 -2.04506 -1.77307  0.09
H -1.97930 -2.63523 -0.48630  0.23
H -0.51988 -2.25947 0.39592  0.25
H -2.88521 1.41984 0.69130  0.42
H -0.11069 3.56207 -0.40444  0.51
H -0.59175 -3.02716 -2.19548  0.18
H -2.52637 -0.37945 -0.73289  0.43
H 1.62053 -2.09257 -2.57733  0.19
H -1.99366 1.30277 2.97860  0.16
H 1.40618 1.00870 2.39207  0.24
H 3.35005 1.78862 1.12543  0.40
H 2.34341 -2.80278 -0.11580  0.37
H 1.24560 1.59464 -1.80427  0.52
H 1.89010 -3.89032 -1.21148  0.37
H 1.48133 -1.04614 -1.17033  0.21
H -0.35254 -0.47461 2.26858  0.42
H -0.12768 -0.66413 -3.15388  0.48
H -2.11207 2.94926 2.32778  0.22

No. 8
The following is a DFT calculation (ωB97M-V/def2-TZVPD) of 2 unconnected molecules or ions with the total composition CH4N3PS.

* gap between HOMO and LUMO: 8.930 eV
* highest occupied orbital energy: -10.191 eV
* net charge: 0
* E_LUMO: -0.04636 Eh

Each line ends with the natural charge from an NBO analysis.
Cartesian coordinates (Å):
S 0.54761 2.44999 2.11657  -0.37
P -0.64392 1.19894 1.29120  1.37
N 1.42290 -1.16751 -1.76135  -1.09
N -0.35035 -1.58054 2.11312  -0.20
N -2.04594 1.31382 0.57109  -1.12
C -0.40696 -0.53145 1.63728  -0.11
H -2.50646 2.20538 0.21878  0.42
H 0.62538 -1.84220 -1.76740  0.36
H 1.12520 -0.39757 -2.42291  0.37
H 2.23255 -1.64886 -1.99639  0.36

No. 9
The following is a DFT calculation (ωB97M-V/def2-TZVPD) of C3H3ClS in the gas phase.

* gap between HOMO and LUMO: 9.117 eV
* highest occupied orbital energy: -9.821 eV
* net charge: 0
* E_LUMO: -0.02589 Eh

Each line ends with the natural charge from an NBO analysis.
Cartesian coordinates (Å):
Cl -2.07295 0.69754 -0.47692  -0.02
S -0.21045 -1.62462 -0.09245  0.31
C 2.01982 0.76882 -0.80828  -0.34
C 1.35562 -0.22637 -0.73659  -0.11
C -1.19596 -0.36265 0.68196  -0.55
H 2.39675 1.71223 -1.18870  0.25
H -0.52939 0.05832 1.33712  0.23
H -1.76343 -1.02326 1.28387  0.23

No. 10
The following is a DFT calculation (ωB97M-V/def2-TZVPD) of C4H2N2S in the gas phase.

* gap between HOMO and LUMO (alpha / beta): 8.197 / 7.127 eV
* highest occupied orbital energy (alpha / beta): -7.642 / -9.473 eV
* net charge: 0
* E_LUMO (alpha / beta): 0.02041 / -0.08622 Eh
* multiplicity: 3

Each line ends with the natural charge from an NBO analysis.
Cartesian coordinates (Å):
S 0.20760 0.41622 -1.77094  0.44
N -1.08619 2.15129 0.15236  -0.21
N -1.00773 1.25993 1.50414  -0.14
C 0.60573 -1.00703 -0.72902  -0.32
C -0.43441 0.29737 0.81717  0.08
C -0.58902 1.12777 -0.44834  -0.05
C 0.37327 -0.80880 0.58998  -0.29
H 1.16414 -1.83471 -1.30849  0.25
H 0.76662 -1.60204 1.19313  0.25

No. 11
The following is a DFT calculation (ωB97M-V/def2-TZVPD) of a gas-phase ion, C3H5NO6P (charge +1).

* gap between HOMO and LUMO: 10.658 eV
* highest occupied orbital energy: -15.901 eV
* net charge: +1
* E_LUMO: -0.19266 Eh

Each line ends with the natural charge from an NBO analysis.
Cartesian coordinates (Å):
P -2.10902 0.72073 -0.35818  2.50
O -3.19007 1.33005 0.32785  -0.92
O -1.08873 1.09731 -1.32942  -1.05
O -0.44108 0.85733 1.32081  -0.47
O -2.05808 -0.80833 0.01400  -0.76
O -0.91963 -2.73862 0.27534  -0.44
O 1.48260 -1.39163 0.30045  -0.72
N 1.45220 1.29087 0.04838  -0.82
C -0.93631 -1.57664 -0.02750  0.78
C 0.31329 -0.78996 -0.29257  -0.14
C 0.30473 0.52421 0.47499  0.74
H 0.49475 -0.67161 -1.36417  0.26
H 2.07984 0.63272 -0.49603  0.50
H 1.35191 -2.26560 0.64991  0.54
H 1.00395 2.19380 -0.20318  0.51
H 2.25966 1.59536 0.65933  0.49

No. 12
The following is a DFT calculation (ωB97M-V/def2-TZVPD) of C4H5N5S in the gas phase.

* gap between HOMO and LUMO (alpha / beta): 5.775 / 7.214 eV
* highest occupied orbital energy (alpha / beta): -5.176 / -9.171 eV
* net charge: 0
* E_LUMO (alpha / beta): 0.02200 / -0.07194 Eh
* multiplicity: 3

Each line ends with the natural charge from an NBO analysis.
Cartesian coordinates (Å):
S 1.08437 1.77370 -1.19565  0.34
N -0.67924 0.11828 -2.52978  -0.35
N 0.10762 -1.41499 -0.78363  -0.29
N 0.66096 -2.44793 -0.19238  -0.32
N -1.10007 -1.05419 -2.81919  -0.10
N -0.42671 -3.25617 -1.93366  -0.43
C -0.04477 0.78819 -1.71871  0.09
C 0.11686 2.78470 0.06472  -0.73
C -0.57619 -1.92181 -1.86248  0.33
C 0.30144 -3.61796 -0.88975  0.15
H 0.77958 -4.56238 -0.88802  0.21
H 1.12181 -2.38215 0.63311  0.40
H -0.89920 2.32191 -0.24770  0.24
H 0.21723 3.84024 -0.25487  0.23
H 0.35579 2.57596 1.10755  0.22

no.,strongest force on any atom (hartree/bohr)
1,0.124
2,0.019
3,0.023
4,0.055
5,0.050
6,0.003
7,0.014
8,0.080
9,0.099
10,0.128
11,0.067
12,0.103